No. 1
Computed, not measured: 40 unconnected molecules or ions with the total composition H80O40 in a non-equilibrium geometry, with ωB97M-V/def2-TZVPD.

Results
Energy above the lowest of the compared OMol25 structures with the same formula, charge and spin = 10.072 eV
E_tot = -83183.360 eV
<S²> = 0.758
2S+1 = 2
E_LUMO (spin up / spin down) = -3.3 / -9.6 eV
Total charge = +1

XYZ file:
```
120
H80O40 (ωB97M-V/def2-TZVPD)
H -0.1764 6.3001 1.3548
H -1.4122 5.9430 2.2167
O -0.5065 6.3329 2.2345
H 4.4943 0.1001 -4.7178
H 3.2078 -0.8140 -4.3274
O 3.5124 0.0432 -4.6787
H -2.1612 0.0562 0.3930
H -1.1771 -0.8719 1.2522
O -1.8956 -0.8095 0.6027
H -3.6376 2.3033 3.8358
H -2.5446 1.7719 2.8982
O -2.7499 2.5495 3.4551
H 0.8823 -1.6522 -4.1905
H -0.3585 -1.2626 -3.0181
O -0.0277 -1.6783 -3.8882
H 3.7848 -2.7991 -4.9363
O 3.2666 -3.4884 -4.3710
H 0.2687 -2.0544 0.5357
O 0.5667 -1.4915 1.3501
H 3.1276 2.0029 4.9526
H 2.1001 1.5106 4.0049
O 3.0360 1.8306 3.9983
H 4.1135 2.5815 2.0148
H 4.2340 2.5561 0.4982
O 3.7429 2.9310 1.2232
H 2.4181 -4.4907 -3.4281
H 1.3205 -3.4887 -3.8513
O 1.5096 -4.2819 -3.2580
H 2.6738 -3.8594 0.9255
H 3.3807 -3.5328 2.2847
O 2.6637 -3.3259 1.6935
H -0.9571 1.8899 4.2146
O -0.2849 1.7957 4.9302
H 5.2071 -2.6780 3.7706
H 5.2615 -2.3954 2.4177
O 4.9342 -3.1730 2.9724
H 1.7337 2.4638 -3.8884
H 2.5545 3.1055 -5.1377
O 1.7918 2.6073 -4.8318
H 1.2150 3.6249 1.6624
H 0.3782 4.6717 2.2745
O 0.2425 3.8884 1.6373
H 3.4895 5.7373 -0.7968
H 4.0941 4.9784 0.0352
O 4.1503 4.9749 -0.9318
H 0.2156 -4.1114 -1.1092
H -0.3338 -4.3954 0.0295
O 0.6067 -4.0904 -0.1420
H 0.2103 2.2985 0.5744
H 0.1240 1.1651 -0.3614
O -0.1551 1.3511 0.5530
H -4.3916 -1.4337 0.6898
O -4.9948 -1.5267 1.4547
H 3.9713 -0.0886 0.2786
H 4.8497 0.1056 -1.0112
O 4.7871 0.0971 -0.0542
H -3.2958 3.8043 -1.6310
O -3.8341 3.4270 -2.3040
H -1.8762 -3.0627 4.3252
H -2.9061 -3.3562 3.0878
O -2.4312 -3.6805 3.8416
H -3.8376 3.6708 0.7800
H -3.5395 3.6308 2.1858
O -3.3193 4.2124 1.3932
H -3.4677 -1.9785 -0.4035
H -3.9010 -3.2840 -0.9058
O -3.1984 -2.5677 -1.0702
H -0.7037 -1.1166 -1.0209
H -1.5813 -2.2518 -1.3594
O -0.6049 -2.0311 -1.5509
H 5.7850 -0.5816 1.9378
H 5.5553 -1.4669 0.7377
O 6.0882 -1.3766 1.5045
H -0.5965 -3.0031 -4.6568
H -1.7295 -4.0729 -4.7137
O -1.3210 -3.3299 -5.2412
H -0.8672 -2.5529 5.2108
H -0.8779 -1.0968 4.7093
O -0.7013 -1.6699 5.4884
H -0.2612 -0.8271 2.4076
H -1.3809 0.2880 2.7611
O -0.9699 -0.5136 3.1250
H 1.9067 1.3333 1.4875
H 1.8520 -0.0755 1.1989
O 2.4395 0.7256 1.0105
H 1.9420 -2.5028 -1.3198
H 2.6021 -1.7266 -0.2868
O 2.6370 -1.8062 -1.2904
H -0.4286 -3.8752 3.4055
O 0.1798 -3.2220 3.7425
H -3.0702 -4.8061 -4.0254
H -3.1925 -4.2586 -2.5747
O -2.5648 -4.6356 -3.2193
H -5.8659 -1.3241 1.0881
H 3.9499 -4.1050 -3.9855
H -3.9369 3.8818 -3.1773
H 1.0187 -2.1111 1.9574
H -0.4057 2.3583 5.6572
H 1.0701 -3.5795 3.5436
O -4.6969 0.9753 3.2073
H -5.5700 1.1861 3.5109
H -4.3526 0.2842 3.7499
O -5.7027 -1.9618 -1.2408
H -6.1705 -2.6511 -1.7159
H -5.3973 -1.3141 -1.9194
O -2.7724 -1.5580 -4.1646
H -2.2146 -1.5380 -4.9458
H -2.2041 -2.0420 -3.5736
O -1.8245 5.1801 -1.5388
H -1.8113 5.3731 -0.5897
H -1.0854 4.4994 -1.4570
O 0.6566 5.3080 -0.5849
H 1.0709 6.0763 -0.2155
H 0.7591 4.5683 -0.0136
O 1.3350 2.7804 -2.1104
H 0.9530 3.2867 -1.3811
H 2.3193 2.7976 -2.1059
O -3.3914 1.2599 -3.9341
H -3.2862 0.3346 -3.8719
H -3.3309 1.8975 -3.2450
```

Löwdin population analysis, charges in e, atoms 1 to 4: -0.008 0.073 -0.033 0.064

No. 2
Computed, not measured: a molecular structure, H8IO4 in a non-equilibrium geometry, with ωB97M-V/def2-TZVPD.

Results
Energy above the lowest of the compared OMol25 structures with the same formula, charge and spin = 3.692 eV
E_tot = -16420.570 eV
E_LUMO = 3.5 eV
Total charge = -1

XYZ file:
```
13
H8IO4 (ωB97M-V/def2-TZVPD)
I 0.1378 0.0876 -0.1848
O -1.0500 1.6063 -2.4172
H -0.8811 0.7784 -1.9675
H -1.2430 2.2264 -1.7139
O 1.1495 1.1448 2.0343
H 0.5237 0.8034 1.3955
H 1.7559 1.6745 1.5167
O -0.8340 -0.8855 2.3582
H -0.4099 -0.7406 1.5124
H -1.7560 -0.6810 2.2024
O 0.6146 -2.1561 -1.8335
H 0.5314 -1.3431 -1.3352
H 1.4611 -2.5151 -1.5676
```

natural (NBO) population analysis, charges in e, atoms 1 to 4: -0.567 -0.981 0.464 0.458

No. 3
Computed, not measured: a molecular structure, H8MgO12S2 in a non-equilibrium geometry, with ωB97M-V/def2-TZVPD.

Results
Energy above the lowest of the compared OMol25 structures with the same formula, charge and spin = 9.483 eV
E_tot = -51810.406 eV
E_LUMO = 1.6 eV
Total charge = -2

XYZ file:
```
23
H8MgO12S2 (ωB97M-V/def2-TZVPD)
Mg 0.8469 -0.2063 -0.7197
S -1.9974 -3.2006 0.9328
O -1.6441 -4.6483 0.9214
O -1.8419 -2.6297 -0.4266
O -3.3375 -2.8782 1.4872
O -0.9647 -2.3756 1.4891
S 0.9341 3.9048 0.8448
O 0.9344 5.0697 0.0084
O -0.1723 3.0037 0.4191
O 2.0149 2.9360 0.3948
O 0.8593 4.0790 2.3181
O 3.2095 -3.0153 -1.3554
H 3.4082 -3.6621 -0.6784
H 3.7899 -3.2422 -2.0820
O 0.5002 -0.2095 5.7520
H 0.3797 -0.4407 4.8310
H 0.9096 -0.9819 6.1418
O -4.1425 1.8062 -2.4908
H -3.7581 0.9778 -2.2040
H -3.6211 2.4777 -2.0509
O 1.0714 0.8693 -4.2222
H 0.6294 1.4633 -4.8288
H 1.9922 0.9028 -4.4816
```

natural (NBO) population analysis, charges in e, atoms 1 to 4: 0.936 2.548 -1.042 -0.946